--- w ---
A structure of composition C38H57GeN2O4P3SZr, computed with ωB97M-V/def2-TZVPD.

The geometry in XYZ format:
```
107
Properties=species:S:1:pos:R:3:mulliken_charge:R:1
Zr 0.4102 -0.3587 0.2038 -2.763
C 0.8115 3.0613 1.0209 -1.408
P 1.4254 1.6425 2.0174 2.150
C 2.9975 2.4650 2.6078 -1.363
C 0.4487 1.8789 3.5971 -1.139
C 0.0441 0.5112 4.1156 -1.285
P -1.2133 -0.2555 2.9839 1.831
C -0.8994 -2.0436 3.5090 -1.508
C -2.7928 0.0005 3.9143 -1.363
H 0.7888 3.9738 1.6199 0.628
H -0.1829 2.7957 0.6582 0.055
H 1.4715 3.1915 0.1636 0.122
H 2.7713 3.4184 3.0848 0.571
H 3.6424 2.6435 1.7517 0.231
H 3.5166 1.8295 3.3248 0.338
H -0.4374 2.4817 3.3845 0.327
H 1.0674 2.3929 4.3375 0.648
H -0.3805 0.5645 5.1235 0.657
H 0.9304 -0.1320 4.1576 0.367
H -0.9733 -2.0878 4.5955 0.602
H 0.0944 -2.3725 3.2048 0.219
H -1.6287 -2.7267 3.0787 0.353
H -2.7014 -0.2990 4.9575 0.591
H -3.5918 -0.5604 3.4277 0.352
H -3.0415 1.0594 3.8414 0.338
C 6.2627 0.2563 2.0927 -0.861
C 5.3900 -0.9588 2.3801 -0.327
O 4.7394 -1.4276 1.2131 -0.229
P 3.1376 -1.1229 0.9245 -0.179
O 3.0779 -2.0007 -0.4430 0.087
C 3.3193 -3.4089 -0.4216 -0.341
C 4.6310 -3.7736 -1.0979 -1.506
O 3.1913 0.3205 0.1579 0.074
C 4.1638 0.5228 -0.8843 0.089
C 4.4910 1.9999 -0.9751 -1.593
H 6.8254 0.5244 2.9837 0.430
H 5.6433 1.0985 1.7993 0.006
H 6.9601 0.0329 1.2884 0.331
H 4.6455 -0.7197 3.1468 0.256
H 6.0073 -1.7846 2.7453 0.360
H 2.4846 -3.8815 -0.9478 0.398
H 3.3323 -3.7638 0.6110 0.358
H 4.6380 -3.4463 -2.1338 0.304
H 4.7435 -4.8545 -1.0748 0.454
H 5.4678 -3.3179 -0.5762 0.233
H 3.7244 0.1784 -1.8212 0.022
H 5.0525 -0.0783 -0.6700 0.628
H 3.5579 2.5517 -1.0636 0.253
H 5.1093 2.1794 -1.8503 0.406
H 5.0260 2.3384 -0.0919 0.357
O -0.3867 0.4805 -1.2773 1.406
C 0.9355 0.4274 -1.7289 0.528
C 1.1562 -0.5641 -2.8963 -0.522
C 0.6922 -0.0814 -4.2961 -1.594
C -0.3919 1.0003 -4.2785 0.627
C 0.1505 2.4099 -4.0465 -1.346
C 0.4846 2.6898 -2.5823 -0.517
N 1.4609 1.7764 -1.9935 0.032
H 0.6370 -1.4968 -2.6314 -0.111
H 2.2265 -0.8129 -2.9569 0.451
H 0.3116 -0.9485 -4.8435 0.358
H 1.5547 0.2931 -4.8579 0.437
H -1.1302 0.7673 -3.5126 -0.720
H -0.9013 0.9909 -5.2449 0.398
H -0.6036 3.1324 -4.3608 0.651
H 1.0372 2.5549 -4.6702 0.362
H -0.4272 2.5938 -1.9910 0.138
H 0.8691 3.7117 -2.4785 0.364
H 2.2392 1.6904 -2.6441 0.700
S 0.8508 -4.9812 1.6684 -0.366
C 0.6684 -3.5295 1.0756 0.938
N 0.5742 -2.4240 0.6709 -1.276
C -1.1540 0.6562 1.5379 -0.822
Ge -2.6048 0.0892 0.3245 1.830
C -2.2304 -1.7245 -0.4295 -0.254
C -1.7602 -1.9399 -1.7191 0.396
C -1.4449 -3.2164 -2.1572 -0.673
C -1.6118 -4.3013 -1.3130 -0.699
C -2.1256 -4.1110 -0.0419 -1.522
C -2.4296 -2.8321 0.3870 0.265
C -3.0425 1.3615 -1.1483 0.195
C -2.6838 2.7008 -1.1339 -0.234
C -3.0366 3.5457 -2.1727 -0.461
C -3.7706 3.0631 -3.2418 -0.640
C -4.1751 1.7385 -3.2481 -0.863
C -3.8160 0.9029 -2.2062 -0.382
C -4.5194 -0.0981 0.9766 0.020
C -5.1472 0.9858 1.5790 -0.314
C -6.4984 0.9698 1.8702 -0.859
C -7.2541 -0.1499 1.5662 -0.539
C -6.6467 -1.2353 0.9653 -0.908
C -5.2964 -1.2034 0.6661 -0.255
H -1.6809 -1.0985 -2.3930 0.165
H -1.0814 -3.3697 -3.1657 0.498
H -1.3413 -5.2933 -1.6417 0.371
H -2.2790 -4.9569 0.6147 0.479
H -2.8629 -2.6831 1.3698 0.872
H -2.1283 3.0860 -0.2889 0.185
H -2.7284 4.5828 -2.1537 0.414
H -4.0347 3.7253 -4.0553 0.412
H -4.7724 1.3632 -4.0678 0.426
H -4.1483 -0.1269 -2.1972 0.433
H -4.5518 1.8583 1.8098 0.395
H -6.9680 1.8327 2.3208 0.409
H -8.3104 -0.1736 1.7916 0.387
H -7.2274 -2.1118 0.7206 0.428
H -4.8437 -2.0550 0.1785 0.342
```

Properties
spin multiplicity	1
HOMO energy	-0.243	hartree
frontier orbital gap	7.02	eV

---

--- x ---
A structure of composition C38H57GeN2O4P3SZr, computed with ωB97M-V/def2-TZVPD.

The geometry in XYZ format:
```
107
Properties=species:S:1:pos:R:3:mulliken_charge:R:1
Zr -0.7587 -1.1321 -0.4431 -0.893
C -0.7826 -4.5980 -2.0788 -1.682
P 0.0649 -2.9907 -2.3599 1.910
C 1.7770 -3.6261 -2.5475 -1.699
C -0.3236 -2.6602 -4.1258 -1.154
C -1.4134 -1.6035 -4.2829 -1.364
P -1.1732 -0.1310 -3.1155 3.034
C -2.0351 1.0688 -4.2525 -1.625
C 0.5925 0.1856 -3.6446 -1.399
H -0.1674 -5.4227 -2.4480 0.446
H -1.7335 -4.5754 -2.6027 0.459
H -0.9994 -4.7454 -1.0235 0.124
H 1.7866 -4.3360 -3.3759 0.578
H 2.1159 -4.1210 -1.6408 0.245
H 2.4685 -2.8105 -2.7713 0.306
H -0.5705 -3.6177 -4.5890 0.671
H 0.6025 -2.3107 -4.5864 0.436
H -2.3928 -2.0271 -4.0591 0.480
H -1.4302 -1.2256 -5.3079 0.572
H -1.3701 1.4076 -5.0538 0.358
H -2.3755 1.9326 -3.6866 0.275
H -2.8996 0.5856 -4.7093 0.419
H 0.8397 1.2096 -3.3780 0.221
H 0.7340 0.0507 -4.7229 0.452
H 1.2953 -0.4633 -3.1218 -0.038
C 5.1438 -3.6912 0.0730 -1.359
C 4.3467 -2.4134 0.0882 -0.149
O 2.9428 -2.7662 0.1352 -0.159
P 1.8211 -1.6816 0.4942 0.617
O 2.3761 -1.1994 1.9145 -0.379
C 2.4841 0.2331 2.2260 1.085
C 3.3932 0.3667 3.4140 -1.669
O 0.6092 -2.7725 0.8320 -0.211
C 0.7264 -3.7495 1.9029 -0.091
C 0.9588 -5.1280 1.3415 -1.275
H 6.2124 -3.4635 0.0816 0.440
H 4.9225 -4.2804 -0.8196 0.299
H 4.9118 -4.2961 0.9530 0.298
H 4.5321 -1.8277 -0.8145 0.313
H 4.5971 -1.8033 0.9540 0.219
H 1.4956 0.6214 2.4307 -0.583
H 2.8910 0.7472 1.3523 0.156
H 2.9642 -0.1313 4.2866 0.295
H 3.5238 1.4255 3.6520 0.421
H 4.3762 -0.0666 3.2186 0.385
H -0.2087 -3.7019 2.4590 -0.058
H 1.5324 -3.4449 2.5674 0.290
H 0.1209 -5.4633 0.7319 0.283
H 1.0799 -5.8308 2.1711 0.433
H 1.8639 -5.1467 0.7338 0.188
O -0.4050 -0.2433 1.3722 1.868
C -1.0821 -0.5032 2.3569 0.095
C -2.3559 -1.2138 2.1180 -0.679
C -3.2712 -1.4161 3.3165 -1.357
C -2.7187 -2.3383 4.4023 -0.626
C -1.7136 -1.6661 5.3292 -0.769
C -0.4474 -1.1820 4.6430 -0.608
N -0.6048 -0.1268 3.6165 0.210
H -2.1433 -2.1799 1.6536 0.195
H -2.8621 -0.6445 1.3309 0.244
H -4.2121 -1.8142 2.9370 0.489
H -3.5039 -0.4390 3.7545 0.254
H -2.2528 -3.2129 3.9302 0.186
H -3.5463 -2.7232 5.0006 0.397
H -1.4195 -2.3639 6.1182 0.411
H -2.1935 -0.8171 5.8295 0.307
H 0.0721 -2.0206 4.1741 0.121
H 0.2373 -0.7801 5.3874 0.416
H -1.0677 0.7105 3.9568 0.369
S -2.9358 -2.2378 -1.2266 -0.322
C -2.5284 -0.6359 -1.8517 -0.673
N -2.2319 0.3274 -0.8764 -0.217
C -1.0437 0.8851 -1.4763 0.435
Ge -0.6458 2.6585 -0.9089 -0.016
C -0.7300 2.9002 1.0401 0.121
C 0.2609 3.5314 1.7947 -0.204
C 0.0835 3.7826 3.1585 -0.887
C -1.1056 3.4291 3.7824 -0.282
C -2.1163 2.8176 3.0391 -1.117
C -1.9252 2.5465 1.6880 -0.075
C -1.9730 3.9523 -1.5216 0.348
C -3.2855 3.5463 -1.7920 -0.212
C -4.2500 4.4792 -2.1730 -0.768
C -3.9201 5.8251 -2.2908 -0.535
C -2.6224 6.2417 -2.0207 -0.830
C -1.6616 5.3104 -1.6377 -0.459
C 1.0905 3.1893 -1.5818 -0.182
C 2.2697 2.7946 -0.9404 0.271
C 3.5179 3.0596 -1.4971 -0.793
C 3.6029 3.7249 -2.7145 -0.601
C 2.4420 4.1223 -3.3683 -0.675
C 1.1960 3.8582 -2.8053 -0.143
H 1.1858 3.8443 1.3190 0.430
H 0.8679 4.2714 3.7263 0.451
H -1.2548 3.6453 4.8348 0.452
H -3.0637 2.5726 3.5114 0.417
H -2.7189 2.0691 1.1162 0.323
H -3.5537 2.4967 -1.7098 0.308
H -5.2615 4.1508 -2.3842 0.424
H -4.6698 6.5480 -2.5941 0.375
H -2.3583 7.2898 -2.1072 0.402
H -0.6526 5.6556 -1.4252 0.387
H 2.2159 2.2597 0.0045 -0.227
H 4.4218 2.7485 -0.9838 0.443
H 4.5717 3.9319 -3.1535 0.372
H 2.5054 4.6352 -4.3213 0.405
H 0.2986 4.1682 -3.3323 0.411
```

Properties
spin multiplicity	1
HOMO energy (alpha / beta)	-0.179 / -0.179	hartree
frontier orbital gap (alpha / beta)	4.81 / 4.81	eV

---

Of them, x has the lowest stability.

---

--- w ---
A structure of composition C3H9NO3PS, computed with ωB97M-V/def2-TZVPD.

The geometry in XYZ format:
```
18
Properties=species:S:1:pos:R:3:mulliken_charge:R:1
C -1.3060 1.1301 -1.3529 -1.349
C -0.5754 1.1584 0.0018 -0.444
C -0.1689 -0.2600 0.2958 0.450
N 0.6970 0.2669 2.2272 -0.824
O 0.8710 -1.2382 -1.9818 -0.732
O 1.1258 -2.6545 0.1089 -0.763
O 2.5208 -0.5308 -0.1844 -0.564
P 1.1212 -1.2947 -0.5353 0.705
S -1.4768 -1.3337 0.6610 -0.225
H -2.2045 0.5574 -1.2022 0.343
H -1.7920 2.0568 -1.4676 0.425
H -0.6824 0.7292 -2.0487 0.438
H -1.4484 1.5943 0.6434 0.214
H 0.1258 1.9771 -0.0105 0.334
H 1.3629 -0.4534 2.3830 0.255
H 2.7085 0.3649 -0.6408 0.321
H -0.2123 0.1678 2.8417 0.220
H -0.6663 -2.2376 0.2614 0.196
```

Properties
spin multiplicity	1
HOMO energy	-0.159	hartree
charge	-1
frontier orbital gap	7.65	eV

---

--- x ---
A structure of composition C3H9NO3PS, computed with ωB97M-V/def2-TZVPD.

The geometry in XYZ format:
```
18
Properties=species:S:1:pos:R:3:mulliken_charge:R:1
C -2.4163 1.4430 -0.6016 -1.076
C -1.6710 0.1333 0.0084 -0.217
C 0.5396 -0.4592 0.7785 -0.318
N -0.2972 0.3661 0.0743 -0.029
O 2.2434 1.4452 0.7337 -0.753
O 3.1055 -0.9519 1.1877 -0.544
O 2.3740 -0.3028 -1.1399 -0.676
P 2.1607 0.0369 0.2718 0.584
S 0.8308 -2.5874 -0.3409 -0.511
H -2.6291 1.4736 -1.6665 0.293
H -3.3080 1.6683 -0.0138 0.313
H -1.7242 2.2295 -0.3563 0.340
H -1.8934 -0.8338 -0.6935 0.246
H -2.1111 -0.1277 1.0192 0.250
H 0.0482 -1.0360 1.6701 0.266
H 0.2106 0.9151 -0.5842 0.221
H 3.0711 -1.7250 0.6580 0.370
H 1.4663 -1.6872 -1.0051 0.241
```

Properties
spin multiplicity	1
HOMO energy	-0.159	hartree
charge	-1
frontier orbital gap	7.74	eV

---

Of them, w has the lowest stability.

---

--- w ---
An isolated molecule of C2H3N, computed with ωB97M-V/def2-TZVPD.

The geometry in XYZ format:
```
6
Properties=species:S:1:pos:R:3:mulliken_charge:R:1
C 0.1101 0.2841 -0.3842 -0.715
C -0.2305 -0.5614 0.7501 0.288
N -0.4826 -1.2283 1.6506 -0.332
H 1.1180 0.6775 -0.2566 0.251
H -0.5910 1.1131 -0.4499 0.253
H 0.0759 -0.2850 -1.3101 0.255
```

Properties
spin multiplicity	1
HOMO energy	-0.435	hartree
frontier orbital gap	12.64	eV

---

--- x ---
A cluster of 2 separate species, C2H3N in total, computed with ωB97M-V/def2-TZVPD.

The geometry in XYZ format:
```
6
Properties=species:S:1:pos:R:3:mulliken_charge:R:1
C 0.7591 -0.3505 0.1733 -0.220
C -0.4393 0.1944 0.7208 -0.069
N 0.7948 -0.3094 1.4184 -0.280
H 1.8632 -0.6131 -1.8125 0.133
H -0.5822 1.2723 0.8608 0.211
H -1.2099 -0.4604 0.7689 0.226
```

Properties
spin multiplicity	1
HOMO energy (alpha / beta)	-0.381 / -0.369	hartree
frontier orbital gap (alpha / beta)	8.74 / 9.58	eV

---

Of them, x has the lowest stability.